This record from OMol25 describes a structure of composition C12H14FIN2Zr. The level of theory is wB97M-V/def2-TZVPD.

As for the net charge: +2.

Atoms and positions in Å:
C  -2.50  2.02  2.18
C  -1.67  2.93  1.29
H  -3.32  1.52  1.64
H  -2.98  2.63  2.95
H  -1.94  1.28  2.78
H  -1.17  2.51  0.35
H  -2.36  3.66  0.88
H  -0.88  3.41  1.89
C  -0.41  -2.60  1.08
C  -0.11  -3.86  0.59
C  0.55  -3.98  -0.64
C  0.87  -2.84  -1.37
H  -0.86  -2.45  2.06
H  -0.34  -4.72  1.20
H  0.86  -4.95  -1.01
H  1.44  -2.89  -2.31
N  -0.21  -1.51  0.31
C  0.49  -1.58  -0.86
C  0.99  -0.29  -1.35
N  0.48  0.83  -0.71
C  1.08  2.02  -0.96
C  2.72  1.00  -2.41
C  2.20  2.13  -1.78
H  0.64  2.91  -0.49
H  2.66  3.10  -1.92
C  2.06  -0.21  -2.25
H  2.36  -1.13  -2.74
H  3.61  1.04  -3.03
Zr  -1.06  0.52  0.93
I  -3.38  -1.05  1.30
F  0.20  0.57  2.40


This record from OMol25 describes a cluster of 3 separate species, C12H14IN2O6 in total. The level of theory is wB97M-V/def2-TZVPD.

As for the net charge: +1.

Atoms and positions in Å:
C  1.37  1.52  1.03
C  1.53  0.69  0.01
C  1.85  -0.43  -1.13
C  2.87  -1.49  -0.47
N  4.30  -1.68  -0.59
C  4.60  -2.82  0.32
C  3.23  -3.25  1.01
I  2.90  -4.80  2.50
N  2.16  -2.40  0.47
H  1.50  1.96  2.10
H  0.84  -0.93  -1.46
H  2.32  0.05  -2.07
H  4.94  -1.11  -1.19
H  5.65  -3.28  0.48
H  1.14  -2.37  0.67
C  -2.83  3.68  3.12
C  -1.76  2.65  3.25
O  -0.57  3.42  3.34
C  -0.94  4.66  3.80
O  -0.17  5.50  4.16
O  -2.30  4.80  3.81
H  -3.78  3.36  3.57
H  -3.02  3.97  2.08
H  -1.86  2.05  4.16
H  -1.71  1.98  2.39
C  -1.93  -2.50  -3.49
C  -2.36  -1.48  -4.49
O  -2.95  -0.47  -3.69
C  -2.42  -0.58  -2.44
O  -2.58  0.22  -1.56
O  -1.68  -1.73  -2.33
H  -1.03  -3.03  -3.80
H  -2.71  -3.23  -3.27
H  -1.51  -1.04  -5.04
H  -3.08  -1.87  -5.21


no.,Kohn-Sham gap (Eh),lowest unoccupied orbital energy (eV),calculated total energy (eV)
1,0.27262,-8.46,-27737.2766
2,0.31484,-4.05,-36023.8768